{
  "formula": "C43H44N3O2SeV",
  "method": "wB97M-V/def2-TZVPD",
  "homo_energy_ev": [-8.08, -8.08],
  "e_above_lowest_kj_mol": 133.2,
  "orbital_gap_ev": [4.0, 4.3],
  "s_squared": 0.763,
  "total_charge": 1,
  "multiplicity": 2,
  "symbols": ["Se", "V", "O", "O", "N", "N", "N", "C", "C", "C", "C", "C", "C", "C", "C", "C", "C", "C", "C", "C", "C", "C", "C", "C", "C", "C", "C", "C", "C", "C", "C", "C", "C", "C", "C", "C", "C", "C", "C", "C", "C", "C", "C", "C", "C", "C", "C", "C", "C", "C", "H", "H", "H", "H", "H", "H", "H", "H", "H", "H", "H", "H", "H", "H", "H", "H", "H", "H", "H", "H", "H", "H", "H", "H", "H", "H", "H", "H", "H", "H", "H", "H", "H", "H", "H", "H", "H", "H", "H", "H", "H", "H", "H", "H"],
  "xyz": [[3.792, -0.293, 1.010], [-0.255, -0.571, -0.599], [-0.981, -1.898, 0.155], [0.075, 0.987, -1.154], [-0.035, 0.260, 1.440], [-0.867, -1.106, -2.635], [1.601, -1.457, -0.904], [-0.605, -4.740, 1.748], [1.566, 3.236, -4.317], [7.213, 1.804, 2.168], [-1.006, 4.457, -0.403], [6.263, 0.807, 1.976], [-4.974, -1.727, 2.872], [-2.661, -4.551, 0.524], [0.862, 2.654, -3.278], [-2.697, -5.927, 0.367], [-0.694, -1.894, 2.465], [-1.371, -2.492, -2.899], [2.867, 4.476, -2.728], [-1.113, 1.683, 3.574], [-0.639, -6.120, 1.589], [-0.657, -0.383, 2.469], [0.809, -3.577, -2.038], [-1.212, 0.306, 3.527], [-4.755, -0.311, 0.949], [4.905, 2.354, 0.737], [0.307, 2.352, -0.854], [-0.221, -3.449, -3.170], [-1.017, 3.114, -0.769], [1.857, -2.452, -1.985], [-3.426, 3.222, -0.953], [2.575, 4.153, -4.042], [-1.684, -6.717, 0.900], [-3.507, -0.869, 0.691], [-2.235, 2.510, -1.055], [0.141, 1.610, 1.539], [-3.407, 4.551, -0.566], [7.012, 3.076, 1.651], [-5.488, -0.735, 2.043], [-1.617, -3.944, 1.221], [2.162, 3.887, -1.684], [1.155, 2.971, -1.952], [5.856, 3.348, 0.933], [-3.732, -2.280, 2.612], [5.094, 1.071, 1.260], [-2.981, -1.849, 1.521], [0.994, 2.314, 0.518], [-2.189, 5.168, -0.299], [-1.577, -2.427, 1.323], [-0.401, 2.332, 2.586], [-3.345, -3.063, 3.256], [1.323, 2.988, -5.342], [1.223, 3.315, 0.870], [-1.555, 2.240, 4.390], [1.325, -4.529, -2.155], [0.058, 1.958, -3.493], [-1.596, -0.434, -2.861], [-1.710, -0.245, 4.313], [1.926, 1.738, 0.408], [-5.546, -2.069, 3.725], [5.695, 4.338, 0.521], [-2.042, -2.488, -3.757], [-6.457, -0.301, 2.250], [0.331, -2.241, 2.312], [1.898, -1.912, -2.931], [-2.265, 1.473, -1.368], [0.148, -6.728, 2.017], [-3.524, -6.387, -0.158], [-0.064, 4.958, -0.207], [-0.102, -0.908, -3.275], [-1.058, -2.262, 3.421], [-2.163, 6.211, -0.011], [1.798, -1.904, -0.008], [-4.366, 2.736, -1.183], [-3.462, -3.945, 0.118], [0.217, -4.301, 2.299], [6.421, -0.184, 2.381], [-5.151, 0.453, 0.291], [0.284, -3.622, -1.081], [3.645, 5.196, -2.506], [-0.659, -4.430, -3.358], [-1.715, -7.792, 0.785], [8.114, 1.584, 2.727], [0.288, -3.142, -4.090], [-4.331, 5.105, -0.473], [7.755, 3.850, 1.801], [-2.949, -0.535, -0.177], [3.131, 4.609, -4.851], [2.301, -0.695, -0.957], [2.411, 4.158, -0.666], [2.846, -2.876, -1.819], [-0.250, 3.402, 2.621], [-1.938, -2.820, -2.029], [4.008, 2.566, 0.168]],
  "forces_ev_per_angstrom": [[-0.4, -0.1, -0.2], [2.0, -0.7, -0.4], [-1.1, -0.7, 0.2], [-0.2, 1.0, -0.5], [-0.5, 0.3, 0.0], [-0.2, -0.2, 0.4], [-0.7, 0.1, -0.2], [0.0, 0.0, 0.0], [0.0, 0.0, 0.0], [-0.1, -0.1, 0.0], [0.0, 0.0, 0.0], [0.0, 0.2, 0.0], [0.0, 0.0, 0.0], [0.0, 0.0, 0.0], [0.0, 0.0, 0.1], [0.0, 0.0, 0.0], [0.2, 0.3, -0.4], [0.2, -0.1, 0.0], [0.0, 0.0, 0.0], [0.0, 0.1, 0.1], [0.0, 0.0, 0.0], [0.2, -0.1, -0.3], [-0.1, 0.2, 0.0], [0.0, 0.0, 0.1], [0.1, 0.0, 0.0], [0.2, 0.0, 0.1], [0.0, 0.8, 0.4], [0.0, 0.1, 0.2], [-0.2, -0.3, -0.1], [-0.3, -0.1, 0.0], [0.1, 0.0, 0.0], [0.0, 0.0, 0.0], [0.0, 0.0, 0.0], [0.0, -0.1, 0.1], [0.0, 0.1, 0.1], [0.2, -0.3, -0.2], [0.0, 0.0, 0.0], [0.1, 0.1, 0.0], [0.0, 0.0, 0.0], [0.2, -0.1, -0.2], [0.0, 0.0, 0.0], [0.1, -0.2, -0.2], [-0.1, -0.1, 0.0], [0.0, 0.0, 0.0], [0.0, 0.1, -0.1], [0.0, 0.1, -0.3], [-0.1, -0.5, -0.2], [0.0, 0.0, 0.0], [-0.4, 0.0, 0.9], [0.0, 0.0, 0.1], [0.0, 0.0, 0.0], [0.0, 0.0, 0.0], [0.0, 0.0, 0.0], [0.0, 0.0, 0.0], [0.0, 0.0, 0.0], [0.0, 0.0, 0.0], [0.0, 0.0, -0.1], [0.0, 0.0, 0.0], [0.0, 0.1, 0.1], [0.0, 0.0, 0.0], [0.0, 0.0, 0.0], [0.0, 0.1, 0.0], [0.0, 0.0, 0.0], [0.0, -0.1, 0.1], [0.1, 0.0, 0.0], [0.0, 0.0, 0.0], [0.0, 0.0, 0.0], [0.0, 0.0, 0.0], [0.0, 0.0, 0.0], [0.0, 0.1, 0.0], [0.0, 0.0, 0.0], [0.0, 0.0, 0.0], [0.2, 0.1, 0.1], [0.0, 0.0, 0.0], [0.0, 0.0, 0.0], [0.0, 0.0, 0.0], [0.0, 0.0, 0.0], [0.0, 0.0, 0.0], [0.1, -0.2, 0.0], [0.0, 0.0, 0.0], [0.0, 0.0, -0.1], [0.0, 0.0, 0.0], [0.0, 0.0, 0.0], [0.0, -0.1, 0.0], [0.0, 0.0, 0.0], [0.0, 0.0, 0.0], [0.0, 0.1, 0.0], [0.0, 0.0, 0.0], [0.3, 0.0, 0.5], [0.0, 0.0, 0.0], [0.1, 0.1, 0.1], [0.0, 0.0, 0.0], [0.0, 0.1, 0.0], [0.0, 0.0, 0.0]]
}


{
  "formula": "C12H24BF4O12Ti",
  "method": "wB97M-V/def2-TZVPD",
  "homo_energy_ev": [-3.73, -11.11],
  "e_above_lowest_kj_mol": 50.0,
  "orbital_gap_ev": [4.1, 11.4],
  "s_squared": 3.753,
  "multiplicity": 4,
  "symbols": ["Ti", "F", "F", "F", "F", "O", "O", "O", "O", "O", "O", "O", "O", "O", "O", "O", "O", "C", "C", "C", "C", "C", "C", "C", "C", "C", "C", "C", "C", "B", "H", "H", "H", "H", "H", "H", "H", "H", "H", "H", "H", "H", "H", "H", "H", "H", "H", "H", "H", "H", "H", "H", "H", "H"],
  "xyz": [[1.007, -0.716, -0.080], [3.519, -1.171, 0.278], [2.344, -2.784, 1.432], [2.158, -2.634, -0.844], [4.140, -3.388, 0.097], [1.912, 1.733, 3.637], [-1.943, -2.460, 1.613], [1.818, 0.827, 1.576], [3.640, 1.902, 2.375], [-2.837, -0.493, 1.430], [-2.645, -2.155, -2.042], [0.397, 3.515, -1.521], [-0.599, -0.660, 1.677], [0.948, 1.367, -1.170], [-2.612, 0.054, -2.187], [-0.909, -0.972, -1.242], [0.450, 2.184, -3.214], [4.305, 1.753, 1.122], [-1.978, -3.388, -1.730], [-1.698, -1.164, 1.583], [2.409, 1.427, 2.445], [0.622, 2.258, -1.908], [0.525, 1.492, 3.798], [-1.981, -1.043, -1.776], [0.688, 0.903, -3.821], [-0.792, -3.286, 1.866], [0.581, 3.753, -0.135], [-3.920, -0.038, -2.756], [-2.723, 0.905, 1.165], [3.077, -2.515, 0.255], [1.628, 3.746, 0.168], [-1.392, -3.708, -2.591], [5.168, 2.410, 1.154], [-2.787, 1.092, 0.092], [3.648, 2.033, 0.298], [1.409, 0.325, -3.248], [-4.553, -0.750, -2.230], [-1.151, -4.309, 1.814], [-3.554, 1.400, 1.659], [0.240, 0.510, 3.428], [-1.773, 1.298, 1.525], [-4.351, 0.954, -2.696], [4.627, 0.729, 0.967], [-0.254, 0.364, -3.894], [-0.047, 2.259, 3.270], [-1.323, -3.288, -0.871], [1.069, 1.101, -4.819], [0.161, 4.732, 0.087], [-2.762, -4.114, -1.537], [-3.861, -0.379, -3.792], [-0.386, -3.065, 2.849], [0.050, 3.019, 0.477], [-0.027, -3.126, 1.103], [0.317, 1.561, 4.861]],
  "forces_ev_per_angstrom": [[0.4, 0.4, -0.4], [-0.2, 0.0, 0.1], [-0.1, 0.2, -0.2], [-0.2, 0.3, 0.1], [-0.4, 0.2, 0.1], [0.3, 0.2, 0.1], [-0.3, -0.1, 0.0], [0.1, 0.3, 0.1], [-0.1, 0.1, 0.2], [-0.2, -0.2, -0.2], [-0.2, -0.2, 0.0], [0.0, 0.0, -0.2], [0.0, 0.0, 0.1], [0.1, -0.5, 0.4], [-0.1, 0.3, 0.1], [0.4, 0.0, 0.4], [0.0, 0.0, -0.3], [0.2, -0.1, -0.5], [0.1, -0.3, -0.1], [0.1, 0.1, 0.1], [0.1, -0.2, -0.1], [0.0, 0.3, -0.1], [-0.5, -0.2, 0.1], [-0.2, 0.0, -0.3], [0.1, -0.1, 0.0], [0.1, -0.1, -0.1], [-0.3, 0.1, 0.9], [-0.3, -0.5, -0.3], [0.1, 0.4, -0.1], [0.7, -0.7, 0.0], [0.1, -0.1, -0.3], [0.0, 0.1, 0.0], [0.0, 0.1, 0.1], [0.0, -0.2, 0.0], [0.0, 0.0, 0.1], [0.0, 0.0, 0.0], [0.1, 0.1, 0.2], [-0.1, 0.0, 0.1], [0.0, -0.1, 0.1], [0.1, 0.0, 0.0], [0.0, -0.1, 0.1], [0.1, 0.1, -0.1], [-0.1, -0.1, 0.1], [-0.1, 0.0, 0.1], [0.0, -0.1, 0.0], [0.0, 0.1, 0.0], [0.0, 0.1, 0.0], [0.0, 0.0, -0.3], [0.0, 0.0, 0.0], [0.1, 0.2, 0.0], [0.1, 0.0, 0.0], [0.1, -0.1, -0.2], [0.0, 0.0, 0.1], [0.1, 0.1, 0.0]]
}


{
  "formula": "C3H3Cl3",
  "method": "wB97M-V/def2-TZVPD",
  "homo_energy_ev": -9.50,
  "e_above_lowest_kj_mol": 21.2,
  "orbital_gap_ev": 10.2,
  "multiplicity": 1,
  "symbols": ["Cl", "Cl", "Cl", "C", "C", "C", "H", "H", "H"],
  "xyz": [[2.083, -1.318, -0.592], [1.243, 1.729, -0.306], [-2.384, -0.534, -0.365], [0.097, 0.526, -0.068], [0.770, -0.754, 0.527], [-1.182, 0.718, -0.485], [1.082, -0.574, 1.594], [-0.112, -1.467, 0.516], [-1.595, 1.674, -0.821]],
  "forces_ev_per_angstrom": [[-0.7, 0.1, 1.0], [0.7, 1.6, -0.2], [0.2, 0.2, 0.0], [-0.8, -1.4, -0.1], [-2.7, 0.4, -0.4], [1.1, -0.4, 0.9], [0.2, -0.2, -1.4], [1.6, 0.2, 0.1], [0.5, -0.4, 0.0]]
}


{
  "formula": "C19H20F2N2O2",
  "method": "wB97M-V/def2-TZVPD",
  "homo_energy_ev": -7.93,
  "e_above_lowest_kj_mol": 15.7,
  "orbital_gap_ev": 8.6,
  "multiplicity": 1,
  "symbols": ["F", "F", "O", "O", "N", "N", "C", "C", "C", "C", "C", "C", "C", "C", "C", "C", "C", "C", "C", "C", "C", "C", "C", "C", "C", "H", "H", "H", "H", "H", "H", "H", "H", "H", "H", "H", "H", "H", "H", "H", "H", "H", "H", "H", "H"],
  "xyz": [[6.018, 1.454, -1.248], [6.337, 1.343, 0.878], [6.167, -0.574, -0.287], [0.579, -3.321, 0.842], [-0.182, -1.379, -0.085], [-1.726, 0.813, -0.458], [-4.297, -1.887, -0.506], [-1.570, -1.573, -0.134], [-2.369, -0.436, -0.381], [-3.729, -0.627, -0.598], [-2.161, 2.164, 1.577], [-2.657, 3.329, 0.726], [4.812, -0.876, -0.116], [-2.150, -2.826, -0.013], [3.195, -2.636, -0.003], [-3.292, 2.781, -0.548], [2.505, -0.353, 0.236], [0.785, -2.227, 0.353], [2.176, -1.702, 0.179], [4.502, -2.231, -0.159], [-1.155, 1.334, 0.775], [-2.303, 1.861, -1.276], [-3.514, -2.981, -0.187], [6.594, 0.689, -0.284], [3.818, 0.066, 0.092], [-1.813, 3.975, 0.469], [2.936, -3.683, -0.019], [5.299, -2.941, -0.310], [4.040, 1.119, 0.149], [-4.361, 0.213, -0.835], [-3.381, 3.926, 1.282], [-1.685, 2.529, 2.488], [-2.774, 1.399, -2.146], [-3.958, -3.960, -0.093], [-1.524, -3.675, 0.201], [-5.358, -2.004, -0.670], [7.683, 0.695, -0.446], [-0.303, 1.973, 0.508], [0.104, -0.503, -0.503], [-3.003, 1.528, 1.861], [-4.197, 2.233, -0.283], [-1.465, 2.475, -1.632], [-3.576, 3.596, -1.216], [-0.798, 0.505, 1.389], [1.750, 0.395, 0.426]],
  "forces_ev_per_angstrom": [[-0.2, -0.1, -0.3], [-0.1, -0.1, 0.3], [-0.7, -0.7, 0.1], [0.0, -0.2, 0.0], [-0.1, 0.4, -0.1], [0.2, 0.0, -0.2], [-0.1, -0.1, 0.0], [-0.2, -0.1, 0.1], [0.0, -0.3, 0.0], [0.1, 0.1, 0.0], [0.2, 0.1, -0.2], [-0.2, -0.2, 0.1], [0.0, -0.1, 0.0], [0.1, -0.1, 0.0], [-0.2, 0.1, 0.0], [0.2, 0.0, 0.0], [0.0, -0.3, 0.0], [0.1, 0.1, 0.0], [0.2, -0.1, 0.1], [0.2, 0.3, 0.0], [-0.2, 0.1, 0.5], [-0.2, 0.2, -0.2], [-0.1, 0.1, 0.0], [1.1, 1.0, -0.1], [0.1, 0.2, 0.0], [0.0, 0.1, 0.0], [0.0, -0.1, 0.0], [0.1, -0.1, 0.0], [0.1, 0.0, 0.0], [0.0, 0.1, 0.0], [0.1, 0.1, 0.0], [0.0, 0.0, 0.1], [0.1, 0.0, 0.0], [0.0, -0.1, 0.0], [0.0, 0.0, 0.0], [-0.1, 0.0, 0.0], [-0.4, -0.1, 0.1], [0.0, 0.0, 0.1], [0.0, -0.1, 0.0], [0.0, 0.0, 0.1], [-0.1, 0.0, 0.0], [-0.1, 0.0, -0.1], [-0.1, 0.0, 0.0], [0.1, 0.1, -0.1], [-0.1, 0.1, 0.0]]
}